No. 1
112
Properties=species:S:1:pos:R:3:forces:R:3:lowdin_charge:R:1 method="wB97M-V/def2-TZVPD" gap_ha="0.2398 / 0.2398" multiplicity=2 lumo_energy_ha="-0.06813 / -0.06813" charge=0 e_tot_ev=-94485.414 homo_energy_ev="-8.379 / -8.378"
C -4.3852 0.0625 -2.3400 -0.90 0.57 -0.16 -0.044
C -3.5652 1.1933 -1.6170 -1.38 -0.09 0.54 -0.366
C -2.6051 0.7273 -0.4620 1.03 0.12 -0.66 -0.131
C -1.6133 -0.4772 -0.8306 -0.14 0.21 1.03 -0.448
P -2.5737 -2.0662 -0.3968 -0.56 -0.32 -1.69 0.790
N -2.9257 -2.9842 -1.6518 0.75 -0.38 1.11 -0.296
C -1.0621 -0.4400 -2.3073 0.55 0.51 0.33 -0.094
C 0.2710 -1.2400 -2.5908 -0.37 0.24 -2.96 -0.418
C 0.0086 -2.7667 -2.9957 -0.82 0.75 -0.23 -0.048
C 0.8570 -0.5929 -3.9528 0.51 -0.39 0.32 -0.031
N 1.3512 -1.0649 -1.5854 -1.21 -2.86 0.27 -0.129
O 2.3076 -1.9218 -1.8229 0.06 1.49 0.09 -0.015
C 0.9036 -1.1730 -0.1772 1.25 0.23 2.73 -0.426
C 2.0747 -0.4820 0.6901 -0.20 -0.87 -0.51 -0.026
C 0.8700 -2.6769 0.3769 -0.68 0.82 0.61 -0.039
C -0.3997 -0.3705 0.1892 0.28 0.46 -0.73 -0.133
O -2.9252 2.0146 -2.6176 -0.61 0.01 1.18 -0.170
C -2.8244 3.3839 -2.1947 1.87 0.77 -0.29 -0.161
C -1.3430 3.8323 -2.5492 0.62 0.11 -0.78 -0.164
C -0.8388 3.3311 -3.8540 1.46 1.34 1.26 -0.039
C 0.5251 3.6287 -4.2907 -1.54 0.64 2.55 -0.070
C 1.3688 4.4324 -3.3888 -1.36 -0.27 0.23 -0.079
C 0.8539 4.9561 -2.1127 -1.37 -1.21 -0.87 -0.069
C -0.5322 4.6603 -1.6584 1.20 -1.08 -2.80 -0.035
H -3.8920 -0.3640 -3.2506 -0.20 0.25 1.10 0.082
H -5.3368 0.5516 -2.7138 1.05 -0.51 0.29 0.087
H -4.7429 -0.7525 -1.6447 0.69 0.80 -0.75 0.063
H -4.3382 1.8703 -1.1312 0.73 -0.86 -0.29 0.140
H -1.9509 1.6155 -0.2030 -0.72 -0.84 -0.22 0.120
H -3.1569 0.4352 0.4794 0.27 0.50 -1.04 0.098
H -3.8315 -1.6589 0.1815 0.93 0.30 0.28 0.008
H -1.8600 -2.7120 0.6516 -0.31 0.45 -0.03 0.007
H -2.5137 -3.9111 -1.4681 -0.39 0.38 -0.48 -0.035
H -0.8265 0.6466 -2.5308 -0.33 -1.09 0.39 0.122
H -1.8015 -0.7631 -3.0906 0.65 0.21 1.01 0.114
H 0.8951 -3.2208 -3.5044 -0.61 0.38 0.91 0.081
H -0.8022 -2.7075 -3.7844 0.79 -0.13 0.92 0.095
H -0.4193 -3.3761 -2.1656 0.64 0.38 -0.74 0.041
H 0.1018 0.0586 -4.4689 0.77 -0.56 0.53 0.077
H 1.8026 -0.0268 -3.7024 -1.21 -0.31 -0.32 0.090
H 1.1787 -1.4142 -4.6500 -0.41 0.85 0.58 0.076
H 1.6543 -0.1844 1.6880 0.53 -0.06 -0.92 0.085
H 2.8875 -1.2444 0.8528 -0.80 0.96 -0.13 0.062
H 2.4994 0.3697 0.0997 -0.50 -0.51 0.78 0.093
H 1.8770 -3.1607 0.3588 -1.06 0.42 -0.45 0.069
H 0.6102 -2.5623 1.4763 0.26 -0.16 -1.12 0.089
H 0.0499 -3.2927 -0.0689 0.99 0.32 0.15 0.048
H -0.0946 0.7218 0.2485 -0.36 -1.08 -0.21 0.134
H -0.7074 -0.6563 1.2336 0.43 0.11 -1.34 0.083
H -2.9438 3.5121 -1.0863 -0.14 -0.21 -0.93 0.117
H -3.5638 4.0365 -2.7448 0.59 -0.77 0.57 0.137
H -1.5147 2.7186 -4.5061 0.74 0.68 0.85 0.113
H 0.8558 3.2091 -5.2693 -0.02 0.59 1.03 0.098
H 2.4325 4.6328 -3.7175 -1.43 -0.14 0.72 0.072
H 1.4974 5.5618 -1.4251 -0.52 -0.67 -0.95 0.096
H -0.9380 5.0475 -0.6873 0.53 -0.47 -1.11 0.105
C 6.2447 4.0396 -6.3722 0.22 -0.21 -0.04 0.077
C 5.4689 4.6565 -5.4761 -0.34 0.47 -0.76 -0.228
C 5.5458 4.3285 -4.0196 0.25 -0.35 0.58 -0.313
O 4.8335 4.9277 -3.2338 -0.09 0.15 -0.35 0.094
C 6.4807 3.2866 -3.5987 -0.24 0.25 0.05 0.079
C 7.2544 2.6670 -4.4954 0.32 -0.50 0.78 -0.229
C 7.1971 3.0139 -5.9478 -0.20 0.30 -0.61 -0.314
O 7.9322 2.4380 -6.7283 0.07 -0.15 0.34 0.114
O 8.1209 1.7027 -4.1313 -0.31 0.49 -0.73 0.106
O 4.5825 5.6032 -5.8443 0.33 -0.47 0.73 0.101
H 6.2003 4.2692 -7.4280 0.00 0.01 0.03 0.137
H 6.5141 3.0463 -2.5450 0.01 0.00 -0.02 0.138
H 8.5574 1.4183 -4.9575 0.01 -0.03 0.10 0.119
H 4.1503 5.8930 -5.0179 0.00 0.07 -0.10 0.111
C -1.0272 -1.7374 4.9611 0.06 -0.15 0.16 0.081
C -1.0656 -0.5861 4.2856 -0.39 -0.56 -0.50 -0.221
C -0.4922 0.6721 4.8514 0.32 0.50 0.45 -0.310
O -0.5322 1.6937 4.1923 -0.16 -0.30 -0.26 0.122
C 0.0943 0.6176 6.1901 -0.10 0.10 -0.27 0.081
C 0.1302 -0.5335 6.8689 0.42 0.55 0.67 -0.229
C -0.4187 -1.7971 6.2912 -0.27 -0.41 -0.35 -0.313
O -0.3498 -2.8274 6.9342 0.14 0.26 0.18 0.117
O 0.6632 -0.6068 8.1039 -0.41 -0.52 -0.68 0.106
O -1.6236 -0.5053 3.0577 0.19 0.52 0.85 0.041
H -1.4371 -2.6553 4.5608 0.01 0.01 0.01 0.138
H 0.4902 1.5384 6.5959 0.00 -0.02 0.00 0.139
H 0.5692 -1.5406 8.3743 0.05 0.08 0.06 0.120
H -1.5233 0.4305 2.7870 -0.12 0.01 0.05 0.107
C -7.3493 -0.0739 3.1883 -0.26 0.13 -0.05 0.080
C -6.0321 0.1199 3.3032 0.03 -0.98 0.13 -0.227
C -5.4309 1.4830 3.1879 -0.06 0.66 -0.11 -0.314
O -4.2274 1.6148 3.3182 0.09 -0.35 0.00 0.102
C -6.3236 2.6078 2.9159 0.33 -0.15 0.05 0.077
C -7.6411 2.4142 2.7973 -0.04 0.98 -0.16 -0.228
C -8.2461 1.0547 2.9400 -0.06 -0.71 0.09 -0.313
O -9.4519 0.9256 2.8430 0.08 0.38 -0.06 0.117
O -8.4826 3.4340 2.5446 0.05 -0.94 0.15 0.107
O -5.1847 -0.9049 3.5291 -0.03 0.95 -0.13 0.098
H -7.7970 -1.0548 3.2719 0.02 0.02 0.01 0.138
H -5.8736 3.5862 2.8171 -0.02 -0.01 0.01 0.137
H -9.3734 3.0346 2.5074 0.02 0.10 0.00 0.120
H -4.2938 -0.5045 3.5719 0.00 -0.13 -0.01 0.096
C 2.8916 -4.8588 3.6594 0.09 0.26 -0.23 0.080
C 3.1649 -6.0717 4.1505 -0.80 0.14 0.58 -0.228
C 4.3234 -6.8735 3.6507 0.59 -0.18 -0.42 -0.314
O 4.5476 -7.9656 4.1387 -0.33 0.13 0.19 0.113
C 5.1421 -6.3040 2.5813 -0.10 -0.22 0.23 0.078
C 4.8666 -5.0925 2.0880 0.78 -0.16 -0.61 -0.225
C 3.7249 -4.2801 2.6071 -0.54 0.12 0.41 -0.303
O 3.5200 -3.1730 2.1421 0.36 -0.17 -0.08 0.086
O 5.6053 -4.5495 1.1013 -0.75 0.16 0.60 0.110
O 2.4106 -6.6262 5.1179 0.75 -0.13 -0.55 0.107
H 2.0580 -4.2679 4.0141 0.02 -0.02 0.02 0.132
H 5.9663 -6.9009 2.2161 -0.01 0.03 0.00 0.138
H 5.2057 -3.6756 0.9249 0.09 -0.05 -0.08 0.121
H 2.8149 -7.4973 5.2971 -0.07 0.04 0.05 0.120


No. 2
10
Properties=species:S:1:pos:R:3:forces:R:3:lowdin_charge:R:1 method="wB97M-V/def2-TZVPD" gap_ha="0.3532 / 0.2900" multiplicity=1 lumo_energy_ha="-0.02877 / -0.05472" charge=0 e_tot_ev=-31046.237 e_above_lowest_ev=2.0531 homo_energy_ev="-10.394 / -9.381"
C -1.1341 -0.1672 -0.1209 -0.20 -0.62 0.09 -0.629
C -0.7734 0.3455 -1.4875 0.20 0.31 -0.76 -0.654
N 2.2328 0.1452 2.1445 0.77 1.15 0.10 -0.200
O 2.6049 -0.7742 2.7775 -0.33 -0.67 0.02 0.124
O 1.3465 0.4168 1.4116 -0.42 -0.46 -0.11 0.096
F -1.2049 -1.5010 -0.0049 0.05 0.77 -0.05 0.044
F -0.8222 -0.6205 -2.4103 -0.07 -0.21 0.21 0.157
F 0.4689 0.8568 -1.5323 0.08 -0.10 0.29 0.136
F -1.5869 1.3306 -1.8922 -0.16 -0.03 0.19 0.122
Cl -2.1656 0.7288 0.8647 0.09 -0.14 0.02 0.804


No. 3
152
Properties=species:S:1:pos:R:3:forces:R:3:lowdin_charge:R:1 method="wB97M-V/def2-TZVPD" gap_ha=0.3421 multiplicity=1 smiles=COC[C@H](C)N.COC[C@H](C)N.COC[C@H](C)N.COC[C@H](C)N.COC[C@H](C)N.COC[C@H](C)N.OCCO.OCCO.OCCO.OCCO.OCCO lumo_energy_ha=0.00250 charge=0 e_tot_ev=-78502.928 e_above_lowest_ev=7.2577 homo_energy_ev=-9.242
C 4.1025 -5.1806 -6.0562 0.65 0.55 0.30 -0.052
C 5.1367 -4.8982 -4.9922 0.21 2.31 -0.48 -0.482
C 5.4085 -3.4326 -4.8230 1.21 3.08 -0.63 -0.201
O 5.7843 -2.6473 -6.0045 0.08 -0.58 0.71 -0.212
C 6.1923 -1.2988 -5.6797 -1.17 -0.84 -1.07 -0.104
N 4.7399 -5.2981 -3.6827 -0.25 -1.74 0.90 0.035
H 4.1788 -6.2663 -6.1163 -0.77 0.02 -0.91 0.083
H 4.3976 -4.5860 -6.9208 0.02 -0.73 -0.53 0.077
H 3.1269 -4.7863 -5.7720 -0.14 -0.40 0.22 0.085
H 6.0878 -5.3305 -5.3030 0.05 -0.44 0.19 0.142
H 6.2358 -3.2199 -4.1459 0.11 -0.68 0.51 0.121
H 4.5765 -2.8681 -4.4020 -0.65 -0.37 0.19 0.120
H 6.1956 -0.8578 -6.6765 0.56 0.36 0.21 0.087
H 7.1332 -1.1831 -5.1418 0.19 -0.40 -0.12 0.083
H 5.4196 -0.7617 -5.1297 -0.22 -0.12 0.30 0.078
H 4.1164 -6.0790 -3.8293 0.01 -0.49 0.49 0.068
H 4.1710 -4.6374 -3.1729 0.09 0.48 -0.26 0.074
C 11.6128 2.4026 -2.0831 -0.55 -0.58 1.62 -0.031
C 11.2036 2.8887 -0.6457 0.37 3.02 -2.81 -0.464
C 10.2397 2.1055 0.0984 0.11 -3.01 1.29 -0.272
O 9.0913 1.8170 -0.6435 -0.86 -0.73 -0.72 -0.189
C 8.3125 0.7131 -0.0970 0.86 1.57 -0.01 -0.064
N 12.4368 3.2571 0.0232 0.44 -0.42 0.62 0.036
H 10.7177 2.3350 -2.7015 0.36 0.25 -0.26 0.076
H 12.0765 1.4173 -2.0360 -0.08 -0.22 0.09 0.077
H 12.4093 3.0670 -2.4181 -0.49 0.19 -0.52 0.067
H 10.6351 3.8020 -0.8208 -0.09 0.60 -0.54 0.131
H 9.9465 2.5080 1.0680 0.21 0.46 0.19 0.131
H 10.7832 1.1810 0.2934 -0.09 -0.67 0.50 0.128
H 7.3449 0.7387 -0.5982 0.11 -0.03 0.16 0.086
H 8.2424 0.9343 0.9680 -0.51 -0.32 0.19 0.080
H 8.7899 -0.2598 -0.2143 0.20 0.04 -0.23 0.085
H 12.3283 4.0378 0.6548 -0.26 -0.07 0.27 0.072
H 13.0506 3.6069 -0.6986 0.24 -0.07 0.13 0.054
C -8.9395 3.1211 -3.1943 0.70 0.64 -0.18 -0.061
C -7.8384 3.9381 -3.9231 -1.18 0.68 -0.78 -0.455
C -7.4791 5.2801 -3.2632 -0.60 0.51 0.88 -0.207
O -6.4943 6.1473 -3.8623 0.13 -0.77 0.85 -0.188
C -6.8693 6.7346 -5.1026 0.05 -1.31 0.03 -0.105
N -6.6108 3.1958 -4.1233 0.28 0.03 -0.10 0.046
H -9.3348 2.3506 -3.8562 0.40 -0.23 -0.01 0.072
H -9.8201 3.7230 -2.9696 0.16 0.17 0.51 0.074
H -8.4442 2.6739 -2.3324 -0.59 -0.12 0.34 0.073
H -8.3595 4.2318 -4.8343 0.67 -0.32 -0.79 0.123
H -7.3167 5.0298 -2.2149 1.88 -0.01 0.19 0.118
H -8.3235 5.9019 -2.9657 -1.00 0.11 -1.19 0.116
H -7.8109 7.2710 -4.9861 -0.05 0.12 -0.32 0.088
H -6.9077 5.9320 -5.8392 -0.74 -0.11 -0.24 0.078
H -6.0757 7.3437 -5.5354 0.08 0.42 0.85 0.085
H -6.2739 2.9313 -3.2086 0.32 0.12 0.26 0.072
H -6.6977 2.3130 -4.6062 -0.47 0.05 -0.31 0.072
C -7.1181 2.4145 4.4254 -1.18 0.86 0.11 -0.086
C -6.5349 3.1841 5.6211 -0.85 -1.84 0.32 -0.406
C -7.6359 3.8180 6.4426 -2.11 -1.10 -1.49 -0.295
O -7.3703 4.4481 7.6313 0.90 1.71 0.15 -0.147
C -6.7719 5.7398 7.4348 1.57 -0.45 1.18 -0.088
N -5.8731 2.0940 6.4148 1.17 1.20 -0.13 0.040
H -6.3183 2.0179 3.7999 -0.25 0.07 0.01 0.079
H -7.8041 3.0776 3.8984 0.41 0.34 -0.71 0.070
H -7.8396 1.6434 4.6952 0.51 -0.50 0.50 0.075
H -6.0001 3.9996 5.1342 1.31 -0.37 0.66 0.131
H -8.3594 3.0349 6.6694 0.09 -0.47 0.36 0.128
H -8.2496 4.4078 5.7616 0.07 0.85 -0.14 0.123
H -6.0297 5.7784 6.6375 -0.54 -0.20 -0.73 0.080
H -6.0782 5.8645 8.2663 -0.30 0.12 0.51 0.083
H -7.4058 6.6265 7.4336 -0.60 -0.44 -0.30 0.088
H -6.5351 1.7143 7.0765 -0.62 -0.11 -0.24 0.067
H -5.1871 2.4652 7.0565 0.46 0.30 -0.08 0.059
C 0.0267 5.0742 6.7941 -2.26 -0.34 -0.60 -0.079
C 0.9037 4.6451 7.8849 0.42 0.50 1.11 -0.494
C 0.7654 3.2673 8.4996 0.29 -1.02 0.09 -0.199
O -0.4733 2.8675 9.0774 -0.54 -0.15 -0.51 -0.183
C -0.8973 3.5122 10.2752 1.60 0.03 0.11 -0.100
N 2.2201 4.7843 7.3389 2.12 0.28 0.37 0.024
H 0.2161 6.1022 6.4850 0.08 0.04 0.18 0.085
H -1.0197 4.9981 7.0895 -0.30 -0.04 -0.37 0.081
H 0.2435 4.4369 5.9368 -0.44 -0.08 -0.21 0.088
H 0.8256 5.3559 8.7075 0.05 0.22 0.17 0.139
H 1.5959 3.0510 9.1716 0.05 0.82 0.80 0.122
H 1.0791 2.5333 7.7573 -0.94 -0.29 -0.61 0.124
H -1.1482 4.5549 10.0805 -0.33 -0.01 0.20 0.083
H -0.0807 3.4671 10.9957 0.50 0.46 0.06 0.082
H -1.6477 2.9685 10.8493 -0.57 -0.12 -0.99 0.086
H 2.3082 4.3349 6.4388 -0.17 -0.59 -0.06 0.071
H 2.2964 5.7551 7.0708 0.42 0.29 0.23 0.071
C 3.3324 -14.2321 -2.0164 -0.20 2.32 -0.49 -0.046
C 3.2815 -12.6513 -2.0021 0.00 -0.75 0.13 -0.448
C 1.8707 -12.0954 -2.1637 0.27 1.07 -0.24 -0.180
O 1.9001 -10.6020 -2.2082 -1.56 -1.64 -0.04 -0.208
C 0.6042 -10.0772 -2.6723 1.74 0.15 -0.78 -0.089
N 3.8201 -12.1783 -0.7484 0.10 0.25 1.06 0.024
H 2.6452 -14.6101 -1.2595 0.12 -0.30 -0.09 0.072
H 4.3748 -14.4893 -1.8285 -0.22 -0.30 0.09 0.075
H 3.0394 -14.4993 -3.0318 -0.04 -0.57 0.18 0.070
H 3.9771 -12.3086 -2.7681 -0.33 0.17 -0.35 0.133
H 1.3278 -12.4010 -1.2693 -0.29 0.04 0.14 0.120
H 1.3532 -12.5255 -3.0212 -0.02 0.28 -0.34 0.117
H 0.7331 -9.9263 -3.7441 -0.32 -0.41 -0.33 0.076
H 0.4597 -9.0484 -2.3426 0.04 -0.27 0.78 0.078
H -0.2630 -10.7131 -2.4940 0.20 -0.03 0.36 0.081
H 3.4561 -11.2525 -0.5738 0.39 0.72 -0.41 0.061
H 3.3250 -12.6485 -0.0042 0.11 -0.75 0.32 0.064
C -0.0572 3.1305 -6.8577 0.05 2.55 0.79 -0.180
C -1.0310 4.3332 -6.5382 -0.41 -0.70 0.76 -0.212
O -1.1133 4.7883 -5.1519 0.53 -0.52 -0.87 -0.092
O 1.2981 3.7105 -6.9827 -1.42 -1.24 -0.53 -0.089
H -0.4801 2.7260 -7.7773 0.91 0.11 -0.47 0.105
H -0.0678 2.3073 -6.1433 -0.08 0.26 0.31 0.110
H -2.0558 4.0728 -6.8028 -0.01 -0.37 -0.32 0.104
H -0.7755 5.1867 -7.1663 0.41 -0.12 -0.02 0.111
H -2.0440 4.7159 -4.9280 0.09 0.04 0.25 0.068
H 1.6413 3.8160 -6.0924 -0.08 0.00 0.14 0.074
C 0.2289 -0.4887 0.4221 0.28 -0.89 0.03 -0.240
C -1.1973 -0.0093 0.6382 0.66 1.41 1.24 -0.247
O -1.6898 1.0320 -0.1877 -0.42 -0.43 -0.88 -0.065
O 0.2837 -1.6041 -0.4613 -0.12 0.27 -0.29 -0.070
H 0.6926 -0.8326 1.3467 -0.49 -0.13 0.44 0.111
H 0.9494 0.2752 0.1297 -0.39 0.51 -0.58 0.115
H -1.2050 0.3836 1.6548 -0.15 -0.09 0.39 0.110
H -1.9373 -0.8094 0.6209 0.19 -0.15 -0.24 0.127
H -1.0641 1.7440 -0.3397 0.32 -0.19 0.27 0.085
H -0.5939 -1.6273 -0.8499 0.11 -0.32 -0.38 0.072
C 2.8739 5.9887 -0.1109 1.07 0.11 0.16 -0.288
C 3.7072 5.6428 -1.3358 -1.39 2.01 0.68 -0.196
O 2.9502 6.3053 -2.3916 1.39 -0.78 -0.27 -0.078
O 1.6533 5.3363 -0.2113 -1.47 -0.73 0.18 -0.061
H 2.6668 7.0588 -0.1164 0.54 0.19 0.12 0.124
H 3.3820 5.7206 0.8154 -0.11 -0.16 0.14 0.118
H 3.8362 4.5632 -1.4130 -0.05 0.05 -0.45 0.119
H 4.6438 6.1787 -1.1823 0.22 -0.23 -0.66 0.118
H 2.0236 6.1021 -2.2446 0.02 -0.32 -0.18 0.058
H 1.0231 5.9616 -0.5765 -0.25 -0.17 0.24 0.087
C -5.1675 -4.0641 -3.0842 -1.52 0.06 1.55 -0.254
C -6.5752 -3.4370 -2.9087 2.17 0.58 0.38 -0.255
O -6.8879 -2.8253 -4.1173 -1.05 0.68 -0.93 -0.059
O -5.3643 -5.1611 -3.9222 0.37 -1.04 -0.43 -0.062
H -4.9315 -4.3499 -2.0591 0.60 -0.72 -0.17 0.114
H -4.3546 -3.4609 -3.4886 -0.37 0.68 0.19 0.121
H -6.5300 -2.6705 -2.1350 -0.11 0.25 -0.09 0.116
H -7.2800 -4.1931 -2.5627 0.00 -0.20 -0.26 0.123
H -7.1975 -3.4744 -4.7533 -0.22 -0.02 0.08 0.083
H -5.6336 -4.7665 -4.7549 0.14 -0.28 -0.31 0.074
C -3.1755 -4.1770 5.5540 1.45 0.96 -0.63 -0.227
C -1.7976 -3.5194 5.8005 -1.55 1.55 1.10 -0.261
O -1.4068 -3.9194 7.0962 1.00 -0.93 0.07 -0.072
O -3.9297 -3.4112 4.6182 0.03 -0.80 -0.35 -0.073
H -3.7159 -4.3295 6.4882 0.16 -0.04 0.02 0.120
H -2.8406 -5.1139 5.1087 -1.09 -0.31 -0.19 0.119
H -1.8982 -2.4434 5.9428 -0.53 0.47 -0.74 0.109
H -1.1121 -3.6275 4.9600 0.29 -0.71 0.18 0.118
H -0.6568 -3.3708 7.3376 0.12 -0.15 0.22 0.084
H -4.0543 -2.5110 4.9275 0.12 -0.02 0.31 0.081


No. 4
25
Properties=species:S:1:pos:R:3:forces:R:3:lowdin_charge:R:1 method="wB97M-V/def2-TZVPD" gap_ha=0.2084 multiplicity=1 lumo_energy_ha=-0.33678 charge=+2 e_tot_ev=-259095.020 e_above_lowest_ev=0.0000 homo_energy_ev=-14.834
C 2.0957 -2.2022 0.3753 -0.89 1.07 -0.24 -0.008
C 1.1822 -1.3102 -0.6175 -1.34 -3.60 -0.68 -0.470
O 0.4373 -1.8576 -1.4576 2.45 2.67 2.73 0.072
N 1.2723 0.1646 -0.4108 -1.08 -0.42 -0.25 -0.364
C 1.9328 0.7528 -1.6265 1.46 -0.04 -0.88 -0.125
P -0.2979 0.8871 -0.0767 -0.53 -1.55 -1.36 0.796
C -1.3626 -0.4377 0.7444 -1.32 -0.51 -0.13 -0.853
Br -0.7337 -1.1318 2.5162 -0.33 0.62 -1.05 0.561
C -2.5489 -0.9518 0.1725 1.51 1.27 0.22 -0.696
C -3.0809 -0.4573 -1.2518 -0.47 -0.79 0.69 -0.119
Br -3.6272 -2.3216 1.1220 1.28 1.58 -1.23 0.725
P -0.1206 2.3940 1.5498 -1.93 1.28 1.22 0.345
O -0.6279 3.8627 0.8546 0.56 -2.76 0.34 -0.378
Br 2.0813 2.4189 2.1341 1.30 0.32 -1.07 0.247
H 3.1710 -2.0987 0.0210 -1.27 -0.13 0.70 0.098
H 1.9195 -1.7420 1.4169 0.69 -0.77 -1.58 0.039
H 1.7631 -3.2965 0.3826 0.44 1.72 -0.29 0.107
H 2.5742 -0.0832 -2.0921 -0.96 1.30 0.67 0.119
H 1.2125 1.0901 -2.4395 0.86 -0.25 1.16 0.098
H 2.6838 1.5617 -1.3108 -1.37 -0.97 -0.55 0.095
H -2.6951 -1.1935 -2.0443 -0.67 1.04 1.18 0.114
H -4.2285 -0.4790 -1.2006 1.78 -0.09 -0.24 0.095
H -2.7631 0.5956 -1.5303 -0.15 -1.37 0.58 0.064
H -1.3245 3.5978 0.1938 0.81 0.55 0.22 0.069
Ca 1.0850 2.2379 4.5754 -0.82 -0.16 -0.15 1.369